The following is a DFT calculation (the ωB97M-V functional and the def2-TZVPD basis) of one molecule with the formula C18H22N2O7S at a distorted geometry.

Cartesian coordinates (Å):
C -1.3704 -3.9588 -1.3390
C -2.3025 -4.0258 -2.5338
O -1.9897 -2.9493 -3.4293
C -2.9201 -2.6077 -4.3195
O -4.0071 -3.1101 -4.3997
C -2.4312 -1.4921 -5.2147
S -2.5715 0.1190 -4.3711
C -1.8020 -0.0233 -2.7906
C -2.5013 0.6286 -1.7684
C -2.0734 0.5952 -0.4613
C -0.9091 -0.0952 -0.1202
C -0.5381 -0.2705 1.3246
O -1.2800 -0.8876 2.0663
N 0.6516 0.2317 1.7147
C 1.4657 1.1519 0.9583
C 1.4269 2.5414 1.5974
C 1.8839 2.4618 3.0631
C 1.0210 1.4342 3.8128
C 1.0692 0.0884 3.0938
O 1.7746 3.7487 3.6428
C 2.9649 4.0137 4.3521
C 3.9997 3.1781 3.5968
O 3.2468 2.0728 3.1490
C -0.1941 -0.7268 -1.1184
C -0.6130 -0.6794 -2.4491
N 0.2692 -1.2838 -3.4019
O 1.0766 -2.0935 -2.9935
O 0.1983 -0.9190 -4.5597
H -0.3389 -3.8990 -1.6777
H -1.4939 -4.8541 -0.7374
H -1.5922 -3.0909 -0.7230
H -2.1709 -4.9640 -3.0831
H -3.3529 -3.9407 -2.2379
H -3.0942 -1.3940 -6.0731
H -1.3981 -1.6423 -5.5321
H -3.4136 1.1416 -2.0305
H -2.6491 1.0795 0.3122
H 1.1143 1.2086 -0.0719
H 2.4992 0.7891 0.9685
H 2.0852 3.2196 1.0543
H 0.4158 2.9484 1.5798
H -0.0012 1.8112 3.8527
H 1.3953 1.3237 4.8305
H 0.3991 -0.6275 3.5722
H 2.0947 -0.2924 3.1091
H 2.8733 3.6815 5.3948
H 3.1520 5.0863 4.3190
H 4.4073 3.7340 2.7417
H 4.8134 2.8114 4.2221
H 0.7103 -1.2726 -0.8916

## Properties
Energy, Eh: -1733.4155
SMILES: CCOC(=O)CSc1ccc(C(=O)N2CCC3(CC2)OCCO3)cc1[N+](=O)[O-]
E_HOMO, eV: -8.81
Kohn-Sham gap, eV: 8.1



The following is a DFT calculation (the ωB97M-V functional and the def2-TZVPD basis) of one molecule with the formula C4H5NO2 at a distorted geometry.

Cartesian coordinates (Å):
O 1.5167 2.1371 0.4891
C 0.8131 1.0113 0.9113
C 0.2474 0.1681 -0.2240
N 0.3704 0.3429 -1.4484
O -0.6821 -1.7894 -2.1252
C -1.0098 -1.8473 -0.9462
C -0.7699 -0.8455 0.0313
H 0.9376 2.6680 -0.0731
H 1.5108 0.3704 1.4587
H -0.0220 1.2494 1.5897
H -1.4676 -2.7691 -0.5354
H -1.4447 -0.6958 0.8722

## Properties
Energy, Eh: -360.5020
E_HOMO (spin up / spin down), eV: -9.19 / -9.50
Kohn-Sham gap (spin up / spin down), eV: 7.2 / 9.0



The following is a DFT calculation (the ωB97M-V functional and the def2-TZVPD basis) of C17H24Cl2O2W as an isolated structure at a distorted geometry.

Cartesian coordinates (Å):
C 1.8527 0.6335 -1.2394
C 1.5065 -0.3564 -2.2035
C 1.3235 -1.6064 -1.5254
C 1.3713 -0.1748 -3.6716
C 1.6779 -1.4336 -0.1454
C 2.0222 -0.0389 0.0405
C 2.8245 0.5083 1.1618
C 2.2171 2.0496 -1.5476
C 0.9608 -2.8852 -2.1811
C 1.9699 -2.5585 0.7993
W -0.0594 -0.2171 -0.5988
Cl -1.5159 -0.1824 -2.3166
Cl -0.4984 1.9913 0.0329
O -0.0619 -0.0422 2.4582
H 1.3162 0.8780 -3.9463
H 0.4610 -0.6581 -4.0163
H 2.2073 -0.6020 -4.2358
H 0.2329 -2.7132 -2.9786
H 0.5157 -3.5753 -1.4618
H 1.8237 -3.3875 -2.6417
H 1.2654 -3.3853 0.6609
H 1.9376 -2.2209 1.8369
H 2.9765 -2.9516 0.6084
H 2.6438 -0.0584 2.0829
H 2.5896 1.5649 1.3698
H 3.8815 0.4184 0.8616
H 1.5853 2.4539 -2.3447
H 3.2505 2.0903 -1.9026
H 2.1367 2.6988 -0.6712
H 0.2651 -0.8909 2.8395
O 1.8118 3.0907 2.6591
H 0.9538 2.5995 2.7541
C -2.0328 -1.0453 0.4333
C -2.8694 0.0212 0.9745
C -2.5498 0.5093 2.2494
C -3.4257 1.3947 2.8763
C -4.4989 1.9756 2.1907
C -4.7050 1.6236 0.8534
C -3.9246 0.6449 0.2395
H -1.3917 -1.5382 1.1987
H -2.5637 -1.6955 -0.2584
H -1.5141 0.1863 2.6645
H -3.2490 1.6955 3.9067
H -5.1553 2.7046 2.6736
H -5.4816 2.1241 0.2668
H -4.0832 0.3607 -0.8064

## Properties
Expectation value of S²: 2.026
Spin multiplicity: 3
Energy, Eh: -1800.0210
Net charge: -2
E_HOMO (spin up / spin down), eV: 0.47 / 0.47
Kohn-Sham gap (spin up / spin down), eV: 4.1 / 4.1